Below is a structure of composition C30H42N4OS4SiZr, with properties calculated with ωB97M-V/def2-TZVPD.

Computed properties:
Highest occupied orbital energy: -13.1 eV
Energy relative to the best compared isomer or geometry (same formula, charge and spin): 0.0 kJ/mol
Charge: +2
Strongest force on any atom: 0.013 hartree/bohr

Each line ends with the Löwdin charge.
CARTESIAN COORDINATES (ANGSTROEM)
Zr -0.76 0.35 0.45  1.64
C 2.24 -1.26 1.97  -0.48
C 1.64 -2.61 1.59  -0.45
S 0.18 -2.46 0.53  0.87
C -0.98 -3.60 1.33  -0.48
C -1.29 -3.33 2.79  -0.48
S -1.92 -1.65 3.01  0.91
C -0.96 -1.04 4.40  -0.49
C 0.55 -0.98 4.19  -0.44
S 1.08 -0.08 2.70  0.87
H 3.07 -1.40 2.66  0.11
H 2.64 -0.74 1.09  0.06
H 2.39 -3.21 1.07  0.09
H 1.37 -3.17 2.48  0.07
H -1.88 -3.54 0.72  0.07
H -0.58 -4.61 1.20  0.10
H -2.05 -4.05 3.12  0.10
H -0.42 -3.49 3.42  0.07
H -1.36 -0.05 4.61  0.07
H -1.17 -1.64 5.29  0.10
H 1.01 -0.48 5.04  0.10
H 0.97 -1.98 4.16  0.07
C -2.66 2.23 0.85  -0.19
C -3.40 2.05 -0.31  -0.10
C -3.95 0.74 -0.29  -0.11
C -3.54 0.11 0.87  -0.19
C -2.70 1.01 1.61  -0.38
H -2.21 3.16 1.15  0.07
H -3.55 2.78 -1.09  0.11
H -4.59 0.31 -1.05  0.11
H -3.83 -0.88 1.19  0.08
H -2.55 0.97 2.68  0.08
C -0.23 4.84 1.05  -0.17
Si 0.51 3.24 1.71  0.45
C 2.27 3.46 2.29  -0.15
C -0.51 2.76 3.22  -0.18
N 0.49 1.96 0.41  -0.27
C 1.42 2.19 -0.63  -0.30
C 1.90 3.46 -0.98  -0.05
C 2.87 3.62 -1.95  -0.06
C 3.38 2.53 -2.62  -0.05
C 2.91 1.26 -2.33  0.01
C 1.92 1.11 -1.37  -0.20
O 1.37 -0.14 -1.03  -0.15
C 1.71 -1.17 -1.94  -0.33
C 1.05 -1.25 -3.15  -0.03
C 1.40 -2.27 -4.03  -0.06
C 2.39 -3.19 -3.69  -0.05
C 3.06 -3.06 -2.49  -0.04
C 2.73 -2.04 -1.61  -0.03
H -0.98 5.23 1.75  0.05
H -0.72 4.71 0.09  0.04
H 0.52 5.62 0.94  0.05
H 2.28 4.26 3.04  0.05
H 2.98 3.73 1.51  0.04
H 2.63 2.55 2.78  0.02
H 0.00 3.22 4.07  0.06
H -0.60 1.70 3.46  -0.04
H -1.52 3.17 3.19  0.04
H 1.51 4.33 -0.48  0.08
H 3.22 4.62 -2.19  0.12
H 4.15 2.65 -3.37  0.12
H 3.30 0.40 -2.85  0.13
H 0.32 -0.51 -3.43  0.10
H 0.90 -2.34 -4.99  0.12
H 2.66 -3.97 -4.38  0.12
H 3.86 -3.74 -2.24  0.12
H 3.28 -1.90 -0.69  0.12
C -1.64 -3.77 -2.84  -0.07
C -2.71 -2.84 -2.29  -0.21
C -2.29 -1.41 -2.34  -0.56
N -1.60 -0.81 -1.43  -0.09
N -1.30 0.49 -1.71  -0.14
C -1.77 0.91 -2.86  -0.66
N -1.56 2.13 -3.35  0.18
S -2.71 -0.33 -3.63  1.21
H -1.97 -4.81 -2.74  0.09
H -0.70 -3.65 -2.30  0.06
H -1.45 -3.58 -3.90  0.08
H -2.94 -3.07 -1.25  0.11
H -3.65 -2.95 -2.85  0.12
H -0.98 2.77 -2.83  0.13
H -1.96 2.44 -4.21  0.13

Below is a structure of composition C30H43BrEuN2P2 in a non-equilibrium geometry, with properties calculated with ωB97M-V/def2-TZVPD.

Computed properties:
Highest occupied orbital energy (spin up / spin down): -12.3 / -12.3 eV
Spin multiplicity: 8
Energy relative to the best compared isomer or geometry (same formula, charge and spin): 0.0 kJ/mol
Charge: +2
<S²>: 15.761
Strongest force on any atom: 0.055 hartree/bohr

Each line ends with the Löwdin charge.
CARTESIAN COORDINATES (ANGSTROEM)
C -0.79 7.13 -5.90  0.00
C -1.02 5.75 -6.17  -0.22
C -1.28 5.35 -7.51  0.00
C -1.25 6.34 -8.52  -0.11
N -1.01 7.61 -8.23  0.07
C -0.78 8.03 -6.98  -0.11
C -0.97 4.79 -5.09  0.09
C -0.88 3.93 -4.22  0.05
C -0.38 2.88 -3.38  -0.27
C 0.74 3.10 -2.55  -0.04
C 1.30 2.04 -1.82  -0.15
C 0.89 0.69 -2.06  -0.41
C -0.34 0.50 -2.74  -0.25
C -1.03 1.61 -3.30  -0.12
Eu -1.24 1.88 -0.75  1.46
P 2.03 -0.65 -1.52  1.05
H -1.49 4.32 -7.78  0.12
H -0.62 7.50 -4.89  0.12
H -1.42 6.07 -9.56  0.12
H -0.59 9.09 -6.82  0.12
H -2.03 1.57 -3.74  0.14
H 1.18 4.11 -2.57  0.15
H -0.83 -0.49 -2.64  0.06
H 2.07 2.25 -1.06  0.12
C 1.93 -2.11 -0.40  -0.34
C 2.78 -3.29 -0.90  -0.12
H 0.87 -2.37 -0.34  -0.01
H 2.29 -1.80 0.60  0.10
H 2.91 -4.06 -0.12  0.10
H 2.30 -3.80 -1.76  0.08
H 3.79 -3.01 -1.25  0.07
C 2.27 -1.33 -3.22  -0.30
C 3.15 -0.44 -4.10  -0.10
H 1.25 -1.38 -3.61  0.07
H 2.64 -2.36 -3.19  0.09
H 3.00 -0.77 -5.15  0.10
H 2.91 0.64 -4.02  0.08
H 4.22 -0.56 -3.85  0.08
C 3.50 0.21 -0.94  -0.34
C 4.75 -0.63 -0.78  -0.11
H 3.19 0.63 0.03  0.10
H 3.70 1.05 -1.61  0.09
H 5.59 0.00 -0.43  0.10
H 4.61 -1.44 -0.05  0.08
H 5.06 -1.07 -1.73  0.08
Br -1.14 -0.84 0.02  0.04
P -2.63 -3.31 -4.16  0.98
C -0.77 -3.46 -4.05  -0.46
C -0.32 -4.92 -4.27  -0.17
H -0.44 -3.09 -3.07  0.05
H -0.34 -2.82 -4.84  0.07
H 0.75 -4.95 -4.48  0.06
H -0.52 -5.53 -3.39  0.07
H -0.84 -5.37 -5.13  0.07
C -3.08 -3.09 -2.37  -0.47
C -4.48 -3.65 -2.05  -0.17
H -3.03 -2.02 -2.11  0.02
H -2.32 -3.60 -1.77  0.06
H -4.60 -3.70 -0.97  0.07
H -5.27 -3.01 -2.45  0.07
H -4.61 -4.66 -2.46  0.07
C -2.83 -1.59 -4.83  -0.45
C -3.06 -1.66 -6.35  -0.18
H -1.95 -0.98 -4.58  0.04
H -3.71 -1.16 -4.33  0.08
H -3.40 -0.68 -6.71  0.06
H -2.13 -1.91 -6.89  0.07
H -3.82 -2.41 -6.60  0.07
C 1.77 3.40 3.48  -0.04
C 0.93 3.98 2.54  -0.04
C 0.19 3.15 1.67  -0.20
N 0.38 1.82 1.63  -0.04
C 1.12 1.24 2.61  -0.11
C 1.87 2.02 3.52  -0.03
H 2.35 4.01 4.18  0.13
H 0.83 5.05 2.42  0.11
H -0.58 3.63 1.04  0.07
H 1.10 0.15 2.69  0.11
H 2.51 1.51 4.23  0.12

Below is a structure of composition C30H43BrN2NiP2S in a non-equilibrium geometry, with properties calculated with ωB97M-V/def2-TZVPD.

Computed properties:
Highest occupied orbital energy (spin up / spin down): -12.3 / -12.3 eV
Spin multiplicity: 3
Energy relative to the best compared isomer or geometry (same formula, charge and spin): 308.6 kJ/mol
Charge: +2
<S²>: 2.034
Strongest force on any atom: 0.089 hartree/bohr

Each line ends with the Löwdin charge.
CARTESIAN COORDINATES (ANGSTROEM)
C 7.42 -1.44 -1.62  0.01
C 6.43 -0.78 -0.85  -0.21
C 6.85 0.06 0.22  0.01
C 8.21 0.32 0.35  -0.11
N 9.13 -0.23 -0.44  0.08
C 8.76 -1.10 -1.38  -0.11
C 5.03 -0.90 -1.15  0.14
C 3.80 -0.85 -0.92  -0.07
C 2.58 -1.01 -0.03  -0.31
C 1.72 0.12 -0.07  -0.10
C 0.50 0.08 0.63  -0.17
C 0.09 -1.14 1.23  -0.65
C 1.06 -2.15 1.47  -0.10
C 2.32 -2.07 0.88  0.01
Ni 2.26 -0.95 -1.87  0.39
P -1.30 0.93 -2.05  0.93
H 6.14 0.51 0.91  0.12
H 7.18 -2.17 -2.38  0.12
H 8.56 1.01 1.13  0.12
H 9.55 -1.54 -1.98  0.12
H 3.08 -2.86 0.98  0.14
H 2.10 1.10 -0.40  0.14
H 0.81 -3.01 2.08  0.12
H -0.13 0.96 0.63  0.06
C -3.01 0.24 -1.76  -0.42
C -4.22 1.16 -1.63  -0.14
H -2.91 -0.36 -0.84  -0.02
H -3.18 -0.47 -2.58  0.04
H -5.11 0.59 -1.92  0.08
H -4.37 1.49 -0.59  0.07
H -4.17 2.04 -2.29  0.06
C -1.51 2.61 -1.36  -0.44
C -0.52 3.65 -1.83  -0.14
H -1.42 2.49 -0.26  0.04
H -2.54 2.94 -1.54  0.07
H -0.64 4.56 -1.22  0.08
H 0.51 3.30 -1.70  0.06
H -0.67 3.93 -2.87  0.06
C -1.39 1.12 -3.88  -0.42
C -2.27 2.24 -4.42  -0.13
H -1.71 0.15 -4.29  0.05
H -0.34 1.26 -4.20  0.08
H -2.08 2.35 -5.49  0.08
H -3.33 2.02 -4.30  0.07
H -2.06 3.20 -3.95  0.05
Br -1.71 -1.65 1.12  0.96
P -0.99 1.09 3.88  1.24
C -1.79 1.76 2.34  -0.39
C -3.03 2.62 2.58  -0.12
H -2.00 0.89 1.70  0.02
H -1.01 2.37 1.87  0.08
H -3.27 3.20 1.69  0.08
H -3.93 2.04 2.84  0.08
H -2.86 3.33 3.39  0.08
C -1.74 -0.55 4.18  -0.42
C -1.91 -1.03 5.63  -0.12
H -1.13 -1.29 3.62  0.03
H -2.73 -0.53 3.69  0.08
H -2.52 -1.94 5.64  0.09
H -0.95 -1.27 6.09  0.08
H -2.42 -0.28 6.24  0.08
C 0.80 0.75 3.66  -0.37
C 1.65 1.45 4.72  -0.13
H 1.10 1.09 2.67  0.07
H 0.96 -0.34 3.70  0.09
H 2.69 1.14 4.61  0.09
H 1.60 2.53 4.61  0.08
H 1.32 1.18 5.73  0.08
S 0.17 -2.09 -2.73  0.68
C -1.38 -2.77 -2.53  -0.70
N -1.69 -3.61 -1.47  0.03
C -2.93 -4.17 -1.29  -0.05
C -3.93 -3.95 -2.23  -0.03
C -3.67 -3.08 -3.30  -0.02
C -2.41 -2.54 -3.46  -0.11
H -0.98 -3.74 -0.75  0.12
H -3.04 -4.81 -0.41  0.14
H -4.88 -4.46 -2.14  0.12
H -4.46 -2.85 -4.03  0.14
H -2.17 -1.89 -4.30  0.10